16
Properties=species:S:1:pos:R:3 method="wB97M-V/def2-TZVPD" charge=0 multiplicity=1 total_energy_ev=-4342.4422 largest_force_ha_per_bohr=0.011 e_above_lowest_ev=0.0861 smiles=CC.CC
C 2.465 1.692 -1.009
C 1.313 0.740 -0.649
H 3.413 1.208 -0.793
H 2.421 2.022 -2.048
H 2.402 2.611 -0.422
H 1.595 -0.289 -0.858
H 0.415 0.917 -1.238
H 1.094 0.817 0.412
C -1.865 -0.547 1.176
C -1.925 -1.898 0.477
H -2.459 0.193 0.642
H -2.235 -0.618 2.202
H -0.839 -0.181 1.230
H -2.954 -2.150 0.223
H -1.544 -2.706 1.109
H -1.344 -1.898 -0.448